1.
{"formula": "C4H11N4O2S", "method": "ωB97M-V/def2-TZVPD", "symbols": ["C", "C", "C", "C", "N", "N", "N", "N", "O", "O", "S", "H", "H", "H", "H", "H", "H", "H", "H", "H", "H", "H"], "coordinates": [[-0.237866, 1.063919, 1.002265], [-0.432731, -2.434127, 0.328587], [-1.320715, -1.623200, -0.615251], [-1.974986, -0.393553, -0.035581], [-0.727442, 1.446318, -1.145638], [3.159298, 1.546980, 0.777840], [0.671201, 1.986417, 0.612734], [-1.010368, 0.670076, -0.020863], [1.791624, 0.820885, -1.386973], [3.181586, 2.427632, -0.034864], [0.961736, 1.959117, -1.112426], [-0.383547, 0.580839, 2.005402], [-0.655761, -3.503417, 0.310211], [0.558319, -2.362243, 0.026928], [-0.346754, -2.005234, 1.365326], [-1.888226, -2.396195, -0.984362], [-0.792414, -1.192205, -1.472472], [-2.866543, -0.042639, -0.553466], [-2.338283, -0.788661, 0.996508], [-0.921408, 1.017195, -2.060252], [4.131510, 1.010145, 0.833621], [1.441770, 2.211951, 1.162726]], "atomic_forces_ev_per_a": [[-0.851, -0.746, -1.386], [-0.012, 0.957, 1.364], [1.807, 0.986, -0.296], [-1.950, -2.272, 1.755], [0.529, 0.246, -0.613], [2.479, -0.524, 0.131], [-2.832, -0.965, -0.788], [1.680, 1.413, 2.398], [0.024, -0.462, -0.560], [0.950, -0.484, 0.726], [-1.621, -0.148, 0.372], [0.359, 0.870, -1.092], [-0.301, 0.324, 0.401], [2.004, 0.007, -0.810], [-0.671, -0.671, -0.642], [-2.514, -0.828, -1.201], [0.507, -0.751, -0.122], [0.101, -0.031, -0.186], [0.782, 1.777, -1.212], [-0.214, -0.189, 0.663], [-1.358, 1.150, -0.248], [1.101, 0.343, 1.347]], "spin_multiplicity": 1, "charge": 1}



2.
{"formula": "C4H11N5", "method": "ωB97M-V/def2-TZVPD", "symbols": ["C", "C", "C", "N", "N", "H", "H", "H", "H", "H", "H", "C", "N", "N", "N", "H", "H", "H", "H", "H"], "coordinates": [[0.410798, 0.870225, 1.357424], [0.851611, 0.767281, -0.081958], [2.822406, -0.621899, -0.607298], [1.609184, -0.531378, -0.319635], [0.974136, 1.724624, -0.903359], [0.659472, 2.622096, -0.543991], [0.993416, 1.642238, 1.860516], [0.538351, -0.072999, 1.881950], [-0.643217, 1.144869, 1.401700], [3.517013, 0.224644, -0.595175], [3.224470, -1.574966, -0.943473], [-1.942235, -0.625190, -0.194227], [-1.600118, -1.709149, 0.575023], [-0.961211, -0.294779, -1.137159], [-2.999236, 0.034419, 0.039587], [-0.609809, -1.885751, 0.670788], [-2.150120, -1.801718, 1.413648], [-0.304608, -1.033677, -1.376795], [-1.224891, 0.330551, -1.881683], [-3.165413, 0.790557, -0.615884]], "atomic_forces_ev_per_a": [[-0.547, -0.168, -0.246], [3.534, -0.023, 0.718], [0.370, 0.937, -0.153], [-2.504, 0.696, -0.307], [0.661, -0.505, -0.083], [-0.475, -0.246, 0.097], [0.040, -0.028, -0.080], [0.036, 0.006, 0.032], [-0.038, 0.042, 0.074], [-0.105, 0.114, -0.143], [0.007, -0.161, 0.374], [0.734, 0.562, -0.683], [0.159, -0.341, 0.031], [-0.975, -1.193, 0.181], [-0.678, 0.142, 0.270], [-0.119, -0.038, 0.040], [0.046, 0.016, -0.024], [-0.318, 0.362, -0.112], [0.037, -0.065, 0.092], [0.136, -0.111, -0.077]], "spin_multiplicity": 1}



3.
{"formula": "C4H11N5O3S", "method": "ωB97M-V/def2-TZVPD", "symbols": ["C", "C", "C", "C", "N", "N", "N", "N", "N", "O", "O", "O", "S", "H", "H", "H", "H", "H", "H", "H", "H", "H", "H", "H"], "coordinates": [[1.918003, 2.958835, 0.355601], [2.892956, 2.051106, 0.052012], [0.516932, 2.639157, 0.486517], [-2.538593, -0.862687, 0.022388], [-2.441949, 0.401798, -0.081879], [0.072729, 1.385901, 0.523334], [-1.760762, -1.554387, 0.819327], [-3.336502, -1.621300, -0.853338], [3.605319, 1.153112, -0.029929], [0.878121, -2.980171, -0.722501], [0.976244, -1.249441, 1.022190], [2.946513, -1.247101, -0.997319], [1.611250, -2.371325, 0.356406], [2.092311, 4.007239, 0.663081], [-0.212889, 3.449369, 0.590356], [-3.181006, 0.806384, -0.646316], [-0.982483, 1.188028, 0.342017], [0.641322, 0.644030, 0.428316], [-0.937687, -1.228075, 1.309432], [-1.578924, -2.608301, 0.598282], [-3.449839, -2.547430, -0.574702], [-3.926022, -0.978444, -1.355384], [3.697013, -0.649293, -0.680417], [2.497940, -0.787008, -1.627478]], "atomic_forces_ev_per_a": [[-4.156, 2.599, 0.831], [-0.199, -0.467, 0.975], [3.226, -0.771, -0.242], [-0.600, -0.257, -2.584], [-0.503, 1.514, 0.406], [-4.519, 3.702, -0.291], [1.736, -5.064, 1.406], [1.652, 2.806, 1.092], [1.079, -0.648, -0.635], [-0.045, 0.227, 0.328], [0.457, -0.517, -0.152], [3.550, -1.704, 2.774], [-0.132, -0.184, 0.222], [0.555, -0.808, -0.690], [0.320, -0.385, 0.082], [0.139, -0.027, -0.067], [1.444, 0.006, 0.379], [2.629, -2.822, -0.317], [-0.512, 0.799, -0.311], [-0.777, 2.841, 0.310], [-1.195, -1.440, -0.150], [-0.671, -1.165, -0.247], [-1.432, -0.424, -0.239], [-2.045, 2.189, -2.880]], "spin_multiplicity": 1}



4.
{"formula": "C4H11NO", "method": "ωB97M-V/def2-TZVPD", "symbols": ["C", "C", "C", "N", "C", "H", "H", "H", "H", "H", "H", "H", "H", "H", "H", "H", "O"], "coordinates": [[0.531184, -0.492649, 1.408060], [-0.117314, 0.531530, 0.540818], [-1.294250, 0.289781, -0.034051], [-1.773577, -1.002626, -0.345467], [0.563152, 1.857674, 0.417610], [0.003351, -1.431990, 1.530933], [0.681586, -0.076207, 2.416705], [1.563361, -0.715826, 1.100998], [-1.939375, 1.107484, -0.353569], [-2.721177, -1.009343, -0.687289], [-1.132413, -1.458117, -0.986508], [0.745856, 2.344614, 1.381474], [-0.030311, 2.573723, -0.156925], [1.501717, 1.693687, -0.119849], [1.064133, -1.113378, -1.339721], [1.601605, -1.513415, -2.630714], [0.752472, -1.584941, -2.142506]], "atomic_forces_ev_per_a": [[1.354, -0.089, 0.281], [-0.693, -0.140, 0.470], [-0.371, 0.055, -0.643], [0.026, 0.036, 0.688], [-0.370, 0.272, 0.157], [-0.263, 0.013, -0.291], [-0.207, 0.141, -0.026], [-0.133, -0.136, -0.192], [0.324, 0.136, -0.326], [0.110, 0.027, -0.150], [-0.154, -0.201, -0.045], [0.312, -0.201, 0.092], [-0.041, -0.159, -0.155], [0.099, 0.226, 0.146], [-0.334, -0.051, 0.059], [-0.258, -0.280, -0.366], [0.598, 0.351, 0.303]], "spin_multiplicity": 2, "charge": -1}



5.
{"formula": "C4H11NO", "method": "ωB97M-V/def2-TZVPD", "symbols": ["C", "C", "C", "C", "N", "H", "H", "H", "H", "H", "H", "H", "H", "H", "H", "H", "O"], "coordinates": [[2.623597, -1.736090, -0.550891], [1.375371, -0.892922, -0.756020], [0.725921, -0.353880, 0.527819], [-1.612914, -0.330830, 0.756120], [-0.535872, 0.231627, 0.197892], [2.931090, -2.287025, -1.439317], [3.488416, -1.109719, -0.296660], [2.546797, -2.440089, 0.264035], [0.615132, -1.414322, -1.335939], [1.587398, -0.048475, -1.382863], [1.386361, 0.431444, 0.919070], [0.576016, -1.204830, 1.206474], [-1.643174, -1.142055, 1.512053], [-2.568334, 0.077835, 0.491969], [-1.732234, 2.434098, 0.286833], [-2.436273, 2.499894, -1.037994], [-2.440949, 2.917477, -0.171978]], "atomic_forces_ev_per_a": [[0.679, 0.478, -0.134], [-0.168, -0.349, 0.127], [-0.610, -0.035, -0.993], [-0.822, -0.715, 0.501], [0.564, 0.790, -0.202], [-0.135, -0.096, -0.172], [-0.092, 0.078, 0.039], [-0.325, -0.357, 0.283], [-0.171, -0.420, 0.262], [0.369, 0.646, -0.368], [0.276, -0.270, 0.542], [0.377, 0.053, 0.439], [0.453, 0.295, -0.288], [-0.521, 0.142, -0.036], [-0.068, -0.295, -0.096], [0.041, -0.123, 0.051], [0.154, 0.178, 0.047]], "spin_multiplicity": 2, "charge": -1}



6.
{"formula": "C4H11NO", "method": "ωB97M-V/def2-TZVPD", "symbols": ["C", "C", "N", "C", "C", "H", "H", "H", "H", "H", "H", "H", "H", "H", "H", "H", "O"], "coordinates": [[-0.961350, 1.619838, 0.920821], [0.014069, 0.767148, 0.674985], [0.700986, 0.732247, -0.582433], [1.156851, -0.573756, -0.971691], [2.285203, -1.354996, -0.282898], [-1.267111, 1.720983, 1.959110], [-1.158726, 2.511206, 0.332249], [0.351517, -0.067720, 1.307473], [1.447431, 1.414314, -0.659914], [0.296364, -1.261949, -0.938567], [1.287960, -0.615989, -2.068278], [2.923614, -1.918239, -0.959551], [2.954187, -0.741017, 0.331664], [1.884043, -1.986263, 0.518693], [-2.475253, 0.025857, 0.523410], [-2.298829, -1.294110, -0.181816], [-2.959136, -0.747177, 0.228496]], "atomic_forces_ev_per_a": [[0.541, 1.344, 1.639], [1.105, -0.955, -1.591], [0.259, 0.149, 0.607], [-0.726, -1.865, -1.601], [0.310, 0.739, 1.530], [-0.445, -0.352, -0.106], [-0.085, -0.482, -0.469], [-0.683, 0.510, 0.332], [-0.286, 0.147, 0.077], [-0.141, 0.369, 0.337], [0.483, 0.592, 0.362], [-0.281, -0.129, -0.067], [0.109, 0.461, -0.493], [-0.062, -0.412, -0.491], [0.204, 0.253, 0.038], [0.386, -0.331, -0.284], [-0.687, -0.038, 0.180]], "spin_multiplicity": 1}



Values of F_max, in order: 3.47 3.61 5.85 1.39 1.20 2.56, all in eV/A.
Values of energy above the lowest of the compared OMol25 structures with the same formula, charge and spin, in order: 14.9 20.4 0.0 6.2 8.1 47.1, all in kcal/mol.